{"formula": "C35H32BrCaN5O3S2", "method": "ωB97M-V with the def2-TZVPD basis set", "charge": -2, "multiplicity": 1, "e_tot_ha": -5900.5391, "de_lowest_ev": 3.965, "lumo_ev": 4.29, "largest_force_ev_per_a": 3.3, "gap_ev": 5.33, "species": ["Ca", "C", "N", "C", "C", "N", "C", "C", "C", "C", "C", "C", "C", "S", "C", "C", "C", "C", "C", "C", "S", "H", "H", "H", "H", "H", "H", "H", "H", "H", "H", "H", "H", "H", "H", "H", "H", "H", "H", "O", "C", "C", "C", "C", "C", "C", "C", "O", "N", "N", "C", "C", "C", "C", "C", "C", "C", "O", "H", "H", "H", "H", "H", "H", "H", "H", "H", "H", "Br", "C", "C", "C", "C", "C", "N", "H", "H", "H", "H"], "positions_angstrom": [[0.9806, -0.1530, 0.1834], [0.4973, -2.8317, -1.9894], [-0.2079, -1.6097, -1.5945], [-1.5371, -1.9666, -1.1006], [-1.4899, -2.7051, 0.2334], [-1.0009, -1.8946, 1.3561], [-2.0172, -0.9727, 1.8510], [-0.4732, -2.7640, 2.3839], [-1.3172, -3.3243, 3.3351], [-0.8471, -4.1858, 4.3162], [0.5067, -4.4998, 4.3344], [1.3550, -3.9653, 3.3838], [0.9008, -3.0944, 2.3719], [2.0094, -2.5066, 1.1853], [-0.2591, -0.5423, -2.6234], [-0.6381, -0.9879, -4.0882], [-1.5243, -0.0091, -4.7947], [-1.1788, 1.2928, -4.8740], [-0.0570, 1.9685, -4.2708], [1.0036, 1.4892, -3.5165], [2.2104, 2.5754, -3.0071], [-0.1899, -3.5580, -2.4524], [0.9588, -3.2887, -1.1157], [1.2864, -2.6145, -2.6960], [-2.0610, -2.6170, -1.8229], [-2.1412, -1.0714, -0.9700], [-0.8435, -3.5788, 0.1490], [-2.5101, -3.0702, 0.4483], [-2.9771, -1.4701, 2.0688], [-2.2118, -0.1952, 1.1111], [-1.6627, -0.4911, 2.7613], [-2.3740, -3.0803, 3.3132], [-1.5276, -4.6036, 5.0491], [0.9014, -5.1606, 5.0997], [2.4103, -4.2080, 3.3881], [-1.0192, -2.0092, -4.1592], [-2.4020, -0.3750, -5.3175], [-1.8376, 1.9412, -5.4481], [-0.0303, 3.0381, -4.4387], [-0.7121, 2.4218, 3.8693], [-1.7442, 3.0275, 3.2547], [-2.6665, 3.7349, 4.0288], [-3.7303, 4.3844, 3.4312], [-3.8883, 4.3502, 2.0496], [-2.9829, 3.6416, 1.2777], [-1.9141, 2.9627, 1.8586], [-0.9867, 2.1139, 1.0453], [0.0338, 1.5716, 1.6213], [-1.3962, 1.9076, -0.1820], [-0.6265, 0.9687, -0.8394], [-1.0273, 0.5859, -1.9843], [1.1224, -0.0236, -3.2067], [0.8486, -0.7771, -4.5370], [1.7758, -1.9040, -4.8557], [2.9643, -1.9779, -4.2280], [3.2930, -1.2205, -3.0494], [2.3626, -0.4311, -2.4177], [2.4389, -0.0623, -1.1877], [-0.1864, 1.9906, 3.1261], [-2.5231, 3.7586, 5.1026], [-4.4439, 4.9249, 4.0435], [-4.7174, 4.8657, 1.5800], [-3.0802, 3.5868, 0.2028], [-1.9249, 1.0035, -2.4330], [0.8776, -0.0890, -5.3850], [1.5218, -2.5539, -5.6885], [3.6865, -2.7256, -4.5489], [4.2054, -1.4544, -2.5131], [2.9655, -0.0264, 3.9801], [3.0647, 1.4394, 2.7724], [3.2850, 2.7058, 3.2877], [3.3464, 3.7544, 2.3810], [3.1988, 3.4870, 1.0305], [2.9839, 2.1778, 0.6277], [2.9106, 1.1629, 1.4965], [3.3876, 2.8634, 4.3509], [3.5013, 4.7675, 2.7320], [3.2316, 4.2685, 0.2835], [2.8602, 1.9176, -0.4209]], "atomic_forces_ev_per_a": [[-0.15, -1.22, 3.06], [-0.01, -0.13, -0.05], [0.10, -0.04, -0.16], [-0.08, -0.07, 0.16], [0.08, 0.00, -0.16], [0.03, -0.02, 0.09], [-0.12, 0.02, -0.09], [0.07, -0.09, 0.09], [-0.10, 0.08, 0.01], [-0.01, -0.04, 0.03], [-0.02, 0.00, 0.06], [-0.13, 0.05, -0.03], [-0.03, -0.07, 0.10], [0.34, -0.29, 0.04], [0.02, 0.20, -0.21], [0.02, 0.12, -0.06], [-0.06, -0.06, -0.13], [-0.09, -0.13, 0.01], [-0.01, -0.10, 0.08], [-0.07, 0.24, -0.14], [0.16, -0.03, 0.15], [-0.01, 0.07, -0.06], [-0.04, 0.01, 0.03], [0.00, 0.00, 0.01], [0.01, 0.04, -0.01], [-0.04, 0.00, -0.06], [0.03, 0.03, 0.01], [0.04, -0.03, 0.04], [0.02, 0.00, -0.01], [-0.01, -0.02, -0.01], [0.03, 0.02, -0.03], [0.03, 0.01, 0.01], [0.01, 0.02, 0.00], [0.00, 0.00, -0.02], [0.01, 0.00, 0.01], [0.05, -0.02, 0.06], [-0.03, 0.05, 0.03], [-0.01, 0.01, 0.02], [0.03, 0.00, 0.01], [-0.11, 0.07, 0.02], [0.10, 0.01, -0.12], [0.00, 0.02, 0.11], [0.01, 0.00, -0.01], [-0.04, 0.02, -0.05], [0.05, -0.01, 0.10], [0.24, 0.05, 0.25], [-0.40, -0.23, -0.44], [-0.17, 0.11, -0.13], [-0.28, 0.32, 0.05], [-0.96, 0.66, -0.74], [-0.23, 0.25, 0.25], [0.05, -0.03, 0.08], [-0.07, -0.20, 0.10], [0.07, -0.03, -0.06], [-0.18, -0.08, -0.18], [-0.02, 0.14, 0.26], [0.42, -0.05, -0.47], [1.46, 0.19, -1.90], [-0.03, -0.03, 0.04], [0.01, -0.01, -0.01], [0.02, 0.00, 0.02], [0.01, 0.00, 0.00], [-0.02, -0.03, -0.02], [0.02, 0.02, -0.08], [-0.01, 0.01, 0.03], [0.08, 0.02, -0.02], [-0.02, 0.00, -0.04], [-0.05, -0.03, 0.06], [-0.07, -0.02, 0.06], [-0.02, -0.03, -0.05], [0.02, 0.13, -0.06], [-0.03, -0.10, -0.01], [0.02, 0.03, -0.06], [0.13, 0.09, 0.02], [-0.01, 0.14, 0.13], [-0.01, -0.04, 0.01], [0.00, 0.00, 0.01], [-0.01, -0.01, 0.00], [-0.01, 0.07, -0.04]]}